(1)
{"formula": "C4H9O4PSi", "method": "the ωB97M-V functional and the def2-TZVPD basis", "total_energy_ev": -29653.0808, "charge": -2, "lumo_energy_ev": 6.147, "smiles": "C=C[Si](C)(C)OP(=O)([O-])[O-]", "homo_energy_ev": 0.161, "gap_ev": 5.986, "species": ["C", "C", "Si", "C", "C", "O", "P", "O", "O", "O", "H", "H", "H", "H", "H", "H", "H", "H", "H"], "xyz": [[-0.77, -2.49, -0.49], [-0.15, -1.33, -0.88], [0.54, 0.10, 0.22], [2.04, -0.45, 1.27], [-0.88, 0.73, 1.44], [0.89, 1.31, -0.74], [-0.54, 1.90, -1.93], [-0.03, 1.50, -3.25], [-0.81, 3.33, -1.59], [-1.58, 1.01, -1.35], [-1.32, -3.09, -1.16], [-0.79, -2.70, 0.51], [-0.16, -1.01, -1.88], [2.15, -1.57, 1.30], [2.93, 0.04, 1.00], [2.11, -0.08, 2.38], [-0.72, 1.74, 1.83], [-1.81, 0.92, 0.99], [-1.11, 0.14, 2.33]]}

***

(2)
{"formula": "C4H9P", "method": "the ωB97M-V functional and the def2-TZVPD basis", "total_energy_ev": -13575.8985, "lumo_energy_ev": [-0.698, 0.058], "homo_energy_ev": [-7.835, -8.537], "gap_ev": [7.137, 8.595], "species": ["C", "C", "C", "C", "P", "H", "H", "H", "H", "H", "H", "H", "H", "H"], "xyz": [[-0.11, -1.15, 0.26], [-0.62, 0.23, 0.74], [0.78, -0.02, 0.34], [-1.64, 0.93, -0.13], [2.56, 0.22, 0.04], [0.18, -1.84, 1.00], [-0.48, -1.46, -0.64], [-0.81, 0.46, 1.77], [1.55, 0.80, -1.66], [-1.86, 2.04, 0.26], [-2.64, 0.50, -0.07], [-1.19, 1.05, -1.20], [2.61, -0.91, -0.68], [3.04, -0.53, 1.10]]}

***

(3)
{"formula": "C4H9S", "method": "the ωB97M-V functional and the def2-TZVPD basis", "total_energy_ev": -15128.2619, "charge": -1, "lumo_energy_ev": 3.779, "homo_energy_ev": -2.068, "gap_ev": 5.847, "species": ["C", "S", "H", "H", "H", "C", "C", "C", "H", "H", "H", "H", "H", "H"], "xyz": [[-1.60, 0.28, 2.08], [-1.96, 1.01, 0.44], [-0.50, 0.27, 2.21], [-1.78, -0.80, 2.18], [-2.00, 0.92, 2.86], [1.50, -1.91, -0.82], [2.35, -0.79, -1.37], [1.94, 0.48, -1.24], [2.01, -2.87, -0.76], [0.51, -2.03, -1.30], [1.13, -1.61, 0.16], [3.29, -0.98, -1.88], [2.75, 1.20, -1.22], [0.90, 0.77, -1.16]]}

***

(4)
{"formula": "C4H9S", "method": "the ωB97M-V functional and the def2-TZVPD basis", "total_energy_ev": -15126.9754, "spin_multiplicity": 2, "lumo_energy_ev": [0.882, -2.531], "homo_energy_ev": [-9.160, -9.161], "gap_ev": [10.042, 6.630], "species": ["C", "C", "C", "C", "H", "H", "H", "H", "H", "H", "H", "H", "S", "H"], "xyz": [[-0.36, 1.97, -0.49], [-0.12, 0.54, -0.06], [-0.28, 0.22, 1.23], [-0.01, -0.50, -1.14], [0.53, 2.36, -1.00], [-0.60, 2.54, 0.40], [-1.14, 2.07, -1.25], [-0.29, -0.82, 1.55], [-0.55, 0.94, 1.99], [0.32, -1.45, -0.71], [0.61, -0.21, -1.97], [-1.03, -0.67, -1.52], [0.96, -3.04, 1.51], [1.95, -3.96, 1.46]]}

***

(5)
{"formula": "C4HClFN2O2", "method": "the ωB97M-V functional and the def2-TZVPD basis", "total_energy_ev": -26476.9923, "charge": -1, "lumo_energy_ev": 3.234, "homo_energy_ev": -5.188, "gap_ev": 8.422, "species": ["C", "C", "C", "C", "N", "N", "O", "O", "F", "Cl", "H"], "xyz": [[2.80, 0.61, 0.65], [0.30, -2.24, -0.47], [1.96, 0.33, -0.18], [-3.12, -0.20, 0.82], [0.43, -1.11, -0.72], [0.91, 0.11, -1.00], [-4.18, -0.25, 0.31], [-2.24, -0.32, 1.52], [4.02, 0.65, 1.21], [-1.77, 1.21, -1.21], [0.22, 0.87, -1.27]]}

***

(6)
{"formula": "C4HClNO2", "method": "the ωB97M-V functional and the def2-TZVPD basis", "total_energy_ev": -22268.6924, "charge": -1, "lumo_energy_ev": 3.370, "homo_energy_ev": -2.858, "gap_ev": 6.228, "species": ["C", "C", "C", "C", "N", "O", "O", "Cl", "H"], "xyz": [[0.22, 0.13, -0.61], [0.44, 0.42, -1.94], [1.72, 0.21, -1.30], [1.02, 1.55, 2.44], [1.41, 0.69, -0.07], [1.23, 0.51, 2.89], [0.78, 2.60, 2.05], [-0.37, -0.63, -3.22], [-0.16, -0.68, -0.09]]}

***

(7)
{"formula": "C4HF3", "method": "the ωB97M-V functional and the def2-TZVPD basis", "total_energy_ev": -12306.4100, "spin_multiplicity": 3, "lumo_energy_ev": [-3.354, -3.432], "homo_energy_ev": [-9.361, -11.571], "gap_ev": [6.007, 8.139], "species": ["C", "C", "C", "C", "F", "F", "F", "H"], "xyz": [[1.97, -1.79, 0.94], [0.94, -1.20, 0.42], [0.18, -0.43, -0.25], [-0.63, 0.73, 0.22], [-1.25, 1.46, -0.74], [-1.56, 0.50, 1.10], [0.23, 1.64, 0.85], [0.12, -0.90, -2.55]]}

***

(8)
{"formula": "C4HLiO4Sr", "method": "the ωB97M-V functional and the def2-TZVPD basis", "total_energy_ev": -13387.0979, "spin_multiplicity": 2, "charge": 1, "lumo_energy_ev": [-3.499, -3.665], "homo_energy_ev": [-8.581, -14.015], "gap_ev": [5.082, 10.350], "species": ["O", "C", "C", "C", "H", "Li", "O", "C", "O", "O", "Sr"], "xyz": [[-0.69, 1.43, -0.24], [0.31, 1.36, -0.76], [-3.41, 3.96, -0.36], [-3.16, 3.38, -1.40], [-3.14, 2.80, -2.31], [-2.59, 1.79, 0.61], [-2.93, 4.94, 0.41], [-2.37, 4.52, 1.59], [-2.15, 5.37, 2.45], [-2.41, 3.28, 1.81], [-1.62, 4.02, 4.45]]}

***

(9)
{"formula": "C4HNO", "method": "the ωB97M-V functional and the def2-TZVPD basis", "total_energy_ev": -7696.6591, "lumo_energy_ev": -0.890, "smiles": "N#CC#CC=O", "homo_energy_ev": -10.900, "gap_ev": 10.010, "species": ["N", "C", "C", "C", "C", "O", "H"], "xyz": [[2.81, -0.33, 0.43], [2.38, 0.29, -0.45], [0.97, 0.21, -0.32], [-0.19, 0.05, -0.07], [-1.62, -0.05, 0.09], [-2.14, -0.72, 0.95], [-2.21, 0.54, -0.63]]}

***

(10)
{"formula": "C4HO2Rb", "method": "the ωB97M-V functional and the def2-TZVPD basis", "total_energy_ev": -8906.0421, "lumo_energy_ev": [-1.747, -1.752], "homo_energy_ev": [-4.368, -4.376], "gap_ev": [2.621, 2.624], "species": ["O", "C", "C", "H", "C", "C", "O", "Rb"], "xyz": [[2.99, -0.87, -0.96], [2.04, -0.70, -0.08], [1.38, -0.41, 0.94], [2.72, -0.56, -1.84], [-1.13, 0.28, 0.53], [0.09, -0.11, 0.52], [-2.19, 0.55, 1.11], [-5.90, 1.83, -0.21]]}

***

(11)
{"formula": "C4HO3", "method": "the ωB97M-V functional and the def2-TZVPD basis", "total_energy_ev": -10305.5239, "charge": -1, "lumo_energy_ev": 3.434, "smiles": "O=C=C=CC(=O)[O-]", "homo_energy_ev": -3.954, "gap_ev": 7.388, "species": ["O", "C", "C", "C", "C", "O", "O", "H"], "xyz": [[3.43, -0.41, -0.43], [2.32, -0.15, -0.13], [1.05, 0.01, -0.13], [-0.20, 0.46, 0.14], [-1.80, -0.35, -0.04], [-1.87, -1.09, -1.00], [-2.54, 0.05, 0.86], [-0.39, 1.48, 0.74]]}

***

(12)
{"formula": "C4HO4", "method": "the ωB97M-V functional and the def2-TZVPD basis", "total_energy_ev": -12354.4421, "charge": -1, "lumo_energy_ev": 3.819, "homo_energy_ev": -4.395, "gap_ev": 8.214, "species": ["C", "C", "C", "C", "O", "O", "O", "O", "H"], "xyz": [[-0.89, 1.22, -0.15], [1.59, 0.48, 0.13], [0.18, 0.58, -0.10], [-1.03, -1.37, -0.05], [-1.01, -1.72, -1.16], [-2.01, 1.63, -0.19], [2.48, 1.25, -0.27], [-1.24, -1.65, 1.07], [1.91, -0.41, 0.72]]}

***

(13)
{"formula": "C4N2", "method": "the ωB97M-V functional and the def2-TZVPD basis", "total_energy_ev": -7124.9591, "lumo_energy_ev": -1.084, "smiles": "N#CC#CC#N", "homo_energy_ev": -11.574, "gap_ev": 10.490, "species": ["N", "C", "C", "C", "C", "N"], "xyz": [[3.12, -0.11, -0.10], [1.98, -0.03, 0.07], [0.60, 0.04, 0.17], [-0.60, 0.06, 0.13], [-1.98, 0.04, -0.03], [-3.12, 0.00, -0.24]]}

***

(14)
{"formula": "C4O3", "method": "the ωB97M-V functional and the def2-TZVPD basis", "total_energy_ev": -10281.2184, "lumo_energy_ev": -1.268, "smiles": "O=C1OC12C1=C2O1", "homo_energy_ev": -9.406, "gap_ev": 8.138, "species": ["O", "C", "O", "C", "C", "C", "O"], "xyz": [[-1.96, 1.10, 0.12], [-1.35, 0.09, 0.00], [-1.19, -1.15, -0.09], [0.07, -0.29, 0.06], [1.16, -0.32, -0.88], [1.31, 0.07, 0.91], [1.97, 0.49, -0.12]]}

***

(15)
{"formula": "C50H112F6N6O10S2", "method": "the ωB97M-V functional and the def2-TZVPD basis", "total_energy_ev": -121020.0575, "charge": 4, "lumo_energy_ev": -7.360, "homo_energy_ev": -14.035, "gap_ev": 6.676, "species": ["C", "C", "C", "C", "N", "C", "C", "C", "C", "C", "H", "H", "H", "H", "H", "H", "H", "H", "H", "H", "H", "H", "H", "H", "H", "H", "H", "H", "H", "H", "C", "C", "C", "C", "N", "C", "C", "C", "C", "C", "H", "H", "H", "H", "H", "H", "H", "H", "H", "H", "H", "H", "H", "H", "H", "H", "H", "H", "H", "H", "C", "C", "C", "C", "N", "C", "C", "C", "C", "C", "H", "H", "H", "H", "H", "H", "H", "H", "H", "H", "H", "H", "H", "H", "H", "H", "H", "H", "H", "H", "C", "C", "C", "C", "N", "C", "C", "C", "C", "C", "H", "H", "H", "H", "H", "H", "H", "H", "H", "H", "H", "H", "H", "H", "H", "H", "H", "H", "H", "H", "C", "O", "C", "C", "N", "H", "H", "C", "C", "O", "C", "H", "H", "H", "H", "H", "H", "H", "H", "H", "H", "H", "H", "H", "H", "C", "O", "C", "C", "N", "H", "H", "C", "C", "O", "C", "H", "H", "H", "H", "H", "H", "H", "H", "H", "H", "H", "H", "H", "H", "C", "F", "F", "F", "S", "O", "O", "O", "C", "F", "F", "F", "S", "O", "O", "O"], "xyz": [[0.15, -4.77, -1.75], [-0.44, -3.39, -2.14], [-1.78, -3.60, -2.84], [-1.78, -3.83, -4.35], [-3.13, -3.61, -5.01], [-3.11, -4.18, -6.44], [-4.57, -4.45, -6.79], [-5.32, -4.36, -5.44], [-4.27, -4.35, -4.33], [-3.30, -2.10, -5.06], [-0.52, -5.33, -1.11], [1.13, -4.59, -1.30], [0.29, -5.29, -2.69], [0.31, -2.88, -2.75], [-0.66, -2.86, -1.21], [-2.49, -2.84, -2.49], [-2.23, -4.49, -2.39], [-1.52, -4.86, -4.62], [-1.03, -3.20, -4.83], [-2.63, -3.47, -7.11], [-2.69, -5.18, -6.42], [-5.05, -3.66, -7.37], [-4.78, -5.43, -7.23], [-5.97, -3.49, -5.40], [-5.90, -5.28, -5.35], [-4.62, -3.83, -3.44], [-3.92, -5.35, -4.07], [-2.96, -1.60, -4.15], [-4.31, -1.82, -5.36], [-2.63, -1.72, -5.82], [-2.96, -2.97, 0.61], [-4.15, -2.50, 1.43], [-4.67, -1.10, 1.00], [-3.88, 0.10, 1.54], [-4.32, 1.44, 0.99], [-3.83, 1.78, -0.45], [-4.02, 3.29, -0.53], [-3.88, 3.84, 0.88], [-3.68, 2.60, 1.76], [-5.82, 1.61, 1.16], [-3.30, -3.64, -0.18], [-2.25, -3.55, 1.20], [-2.32, -2.15, 0.27], [-3.89, -2.52, 2.49], [-4.92, -3.27, 1.38], [-5.70, -1.01, 1.36], [-4.79, -1.17, -0.08], [-2.82, 0.08, 1.28], [-4.00, 0.20, 2.62], [-4.44, 1.23, -1.16], [-2.75, 1.61, -0.53], [-5.08, 3.46, -0.76], [-3.44, 3.81, -1.29], [-4.59, 4.61, 1.17], [-2.87, 4.24, 0.87], [-4.11, 2.60, 2.76], [-2.63, 2.31, 1.64], [-6.33, 0.85, 0.58], [-6.08, 2.62, 0.85], [-6.10, 1.54, 2.21], [5.60, -0.22, 5.35], [4.63, -1.29, 5.84], [3.52, -1.48, 4.81], [2.72, -2.74, 5.16], [1.30, -2.74, 4.62], [0.54, -4.01, 5.12], [-0.13, -4.60, 3.89], [0.91, -4.35, 2.81], [1.35, -2.93, 3.10], [0.50, -1.54, 5.08], [6.00, -0.45, 4.36], [6.43, -0.15, 6.04], [5.08, 0.73, 5.28], [4.15, -1.05, 6.79], [4.99, -2.32, 5.93], [3.92, -1.43, 3.79], [2.90, -0.58, 4.73], [2.56, -2.70, 6.24], [3.27, -3.60, 4.80], [-0.08, -3.79, 5.99], [1.35, -4.68, 5.39], [-1.00, -3.95, 3.73], [-0.41, -5.65, 3.92], [0.48, -4.32, 1.81], [1.80, -4.97, 2.91], [0.64, -2.27, 2.60], [2.35, -2.61, 2.80], [-0.53, -1.67, 4.74], [0.86, -0.60, 4.67], [0.46, -1.63, 6.17], [0.08, 4.51, -1.79], [-0.57, 3.74, -2.98], [-0.50, 4.63, -4.23], [-1.05, 6.09, -4.14], [-1.10, 6.84, -5.47], [-2.07, 6.14, -6.49], [-1.21, 5.81, -7.73], [0.20, 5.89, -7.20], [0.24, 7.01, -6.14], [-1.65, 8.21, -5.12], [-0.39, 5.49, -1.64], [1.14, 4.72, -1.92], [-0.11, 3.96, -0.87], [-1.61, 3.47, -2.78], [-0.04, 2.80, -3.17], [-1.00, 4.09, -5.04], [0.53, 4.80, -4.54], [-0.44, 6.69, -3.48], [-2.10, 6.13, -3.84], [-2.83, 6.90, -6.63], [-2.53, 5.27, -6.02], [-1.26, 6.70, -8.35], [-1.48, 4.85, -8.15], [0.91, 6.14, -7.99], [0.55, 5.02, -6.65], [0.35, 8.00, -6.59], [1.07, 6.94, -5.44], [-1.87, 8.77, -6.03], [-0.83, 8.70, -4.59], [-2.47, 8.20, -4.41], [-5.85, 2.43, 6.73], [-4.43, 2.43, 6.57], [-3.75, 3.01, 7.71], [-2.26, 3.10, 7.47], [-1.74, 1.75, 7.01], [-0.87, 1.50, 7.49], [-2.54, 1.16, 7.24], [-1.55, 1.62, 5.50], [-0.29, 2.30, 5.07], [0.83, 1.85, 5.85], [2.05, 2.06, 5.15], [-6.35, 3.31, 6.33], [-6.05, 2.49, 7.81], [-6.19, 1.46, 6.38], [-4.02, 2.53, 8.65], [-4.21, 4.00, 7.75], [-1.72, 3.29, 8.39], [-2.09, 3.88, 6.73], [-2.48, 1.79, 4.97], [-1.40, 0.54, 5.46], [-0.36, 3.39, 5.14], [-0.10, 2.10, 4.01], [2.01, 1.66, 4.13], [2.83, 1.57, 5.72], [2.25, 3.13, 5.06], [9.16, -3.34, -3.49], [8.14, -3.04, -2.54], [8.48, -2.61, -1.25], [7.36, -1.82, -0.56], [5.99, -2.49, -0.73], [5.97, -3.24, -1.44], [5.86, -3.05, 0.11], [4.71, -1.68, -0.57], [4.73, -0.97, 0.83], [5.58, 0.16, 0.62], [5.99, 0.76, 1.83], [9.75, -2.43, -3.62], [8.85, -3.70, -4.46], [9.69, -4.19, -3.04], [9.38, -2.00, -1.17], [8.76, -3.52, -0.71], [7.19, -0.81, -0.93], [7.57, -1.83, 0.51], [4.00, -2.51, -0.46], [4.64, -1.01, -1.41], [5.12, -1.63, 1.61], [3.72, -0.63, 1.03], [6.80, 0.22, 2.32], [5.18, 0.91, 2.55], [6.45, 1.72, 1.60], [1.27, -0.04, -0.58], [1.47, -1.36, -0.61], [2.33, 0.68, -0.84], [0.37, 0.20, -1.56], [0.54, 0.41, 1.12], [-0.49, -0.57, 1.52], [1.59, 0.47, 2.16], [-0.09, 1.71, 0.90], [3.26, -2.47, -3.71], [3.77, -1.24, -3.47], [2.77, -2.91, -2.54], [2.28, -2.27, -4.60], [4.66, -3.66, -4.31], [5.48, -2.85, -5.21], [5.33, -4.08, -3.09], [3.90, -4.68, -5.00]]}